[1]
{
  "formula": "C51H39AlAsClN2O2PS2",
  "method": "the ωB97M-V functional and the def2-TZVPD basis",
  "elements": ["N", "C", "H", "C", "H", "H", "C", "As", "H", "N", "C", "C", "H", "H", "C", "C", "H", "H", "Cl", "C", "C", "C", "H", "H", "H", "C", "H", "H", "C", "H", "S", "C", "C", "C", "H", "C", "O", "C", "H", "H", "C", "H", "C", "H", "H", "C", "C", "C", "C", "C", "H", "C", "H", "C", "C", "C", "C", "C", "C", "H", "H", "C", "H", "C", "C", "C", "C", "H", "H", "H", "H", "C", "C", "Al", "C", "C", "C", "H", "H", "C", "C", "C", "H", "H", "C", "C", "C", "S", "P", "H", "H", "C", "H", "H", "C", "H", "H", "O", "C", "C"],
  "xyz": [[-1.518, 2.776, 0.106], [-1.300, 2.422, -2.214], [2.999, -1.181, -5.533], [1.714, 4.974, 0.173], [6.006, -1.845, -1.044], [-1.582, 4.594, -4.784], [-0.871, -2.168, 2.865], [-1.181, -1.970, 0.944], [5.957, 0.617, -1.137], [-1.129, 1.122, -1.812], [0.718, -2.153, 4.678], [5.094, -1.316, -0.813], [1.636, 1.995, -2.271], [1.894, -1.888, 0.124], [-4.965, -3.772, 0.724], [-1.543, 4.247, -3.760], [-0.716, -5.481, -2.618], [0.916, -0.703, -6.767], [-1.037, 0.858, 2.390], [1.859, 5.192, -1.188], [0.352, -5.910, 0.556], [-1.709, 4.696, -1.396], [-1.212, -0.360, -5.502], [3.975, -3.097, -0.416], [-6.027, -0.590, 0.351], [-3.999, -1.168, 0.619], [-5.329, -4.787, 0.769], [1.741, -2.148, 5.024], [2.074, -1.047, -4.997], [-2.229, 5.551, 1.834], [-1.666, -0.151, -2.649], [0.547, 1.053, 3.017], [2.789, -1.334, -0.151], [-0.269, -0.665, -3.622], [-2.934, -2.184, 3.435], [5.066, 0.068, -0.872], [-2.812, 0.070, -3.459], [-5.361, -1.427, 0.491], [-0.096, 1.112, 5.055], [1.441, 3.523, 1.722], [-1.336, 2.883, -3.510], [-2.146, 6.577, -0.431], [1.510, 2.615, -0.224], [-0.115, -2.189, 6.649], [2.210, 1.391, 5.916], [-1.718, 5.139, -2.734], [-2.007, 4.960, 0.960], [0.080, -6.210, -0.768], [-0.325, -2.180, 5.591], [1.645, 2.839, -1.593], [1.739, 5.806, 0.862], [0.882, -0.977, -2.925], [3.888, 1.833, -0.633], [-0.280, -0.577, -5.001], [3.106, 1.345, 3.972], [0.746, 1.162, 4.382], [2.892, 1.220, 2.611], [-1.496, 3.320, -1.134], [2.754, 0.057, -0.208], [-2.447, -2.224, 5.854], [-1.848, 3.166, 2.097], [1.545, 3.689, 0.659], [2.970, -1.399, -3.080], [0.906, -0.775, -5.691], [2.038, 1.311, 4.856], [1.818, 4.124, -2.071], [-1.635, -2.196, 5.144], [0.810, -6.650, 1.196], [-1.216, 2.190, -4.331], [-1.906, 6.184, -2.930], [1.258, -2.082, 2.603], [3.901, 0.754, -0.575], [1.602, 1.063, 2.111], [-1.382, 0.477, -0.025], [-5.845, -2.716, 0.547], [-0.504, -5.255, -1.584], [-3.610, -3.520, 0.838], [4.113, 1.463, 4.343], [-2.917, -4.349, 0.953], [3.952, -2.018, -0.459], [-3.102, -2.224, 0.802], [-1.964, 5.524, -0.287], [3.730, 1.238, 1.931], [2.017, 6.194, -1.557], [-0.832, -4.011, -1.072], [0.025, -4.666, 1.072], [-1.783, 3.588, 1.108], [-3.548, 0.542, 0.592], [1.216, 0.905, 0.324], [0.829, -1.069, -1.846], [-1.309, -3.270, -1.701], [0.443, -2.136, 3.324], [0.226, -4.452, 2.117], [-6.905, -2.897, 0.448], [-0.584, -3.711, 0.264], [1.932, 4.295, -3.130], [0.316, -7.189, -1.158], [-1.790, -1.075, -1.512], [-1.908, -2.189, 3.787], [2.063, -1.169, -3.616]],
  "orbital_gap_ev": 7.48,
  "lumo_energy_ev": -2.57,
  "e_above_lowest_kj_mol": 0.0,
  "molar_mass_g_mol": 944.4,
  "energy_ev": -171511.6131,
  "charge": 1
}



[2]
{
  "formula": "C2H4F3OSm",
  "method": "the ωB97M-V functional and the def2-TZVPD basis",
  "elements": ["H", "F", "F", "H", "H", "Sm", "F", "H", "O", "C", "C"],
  "xyz": [[-0.239, -0.932, -1.568], [-2.420, -0.560, -2.028], [-1.621, 0.727, -0.071], [1.839, 0.601, 1.285], [0.377, -0.240, 1.919], [2.511, -0.270, -1.806], [-1.155, -1.299, 0.285], [0.297, 1.506, 1.411], [0.457, 0.199, -0.161], [0.748, 0.527, 1.223], [-0.794, -0.258, -0.489]],
  "orbital_gap_ev": [6.00, 5.79],
  "lumo_energy_ev": [-0.97, -1.56],
  "molar_mass_g_mol": 251.4,
  "energy_ev": -30236.0236,
  "s2": 15.76,
  "spin_multiplicity": 8
}



[3]
{
  "formula": "C5H7NO2",
  "method": "the ωB97M-V functional and the def2-TZVPD basis",
  "elements": ["C", "H", "H", "C", "O", "O", "C", "H", "H", "H", "N", "C", "C", "H", "H"],
  "xyz": [[-0.270, 1.670, -0.159], [1.564, -1.708, 1.319], [-0.145, 2.512, 0.456], [1.580, -1.452, 0.201], [1.971, 0.038, -0.289], [-2.507, -1.424, -0.113], [-1.419, -0.621, 0.107], [2.177, -2.450, -0.436], [-0.201, -0.943, -1.330], [0.744, 0.719, 1.357], [-1.379, 0.758, 0.314], [0.019, -0.846, -0.215], [0.772, 0.483, 0.167], [-2.296, 1.113, -0.126], [-0.611, 2.152, -1.252]],
  "orbital_gap_ev": 10.25,
  "lumo_energy_ev": 0.60,
  "e_above_lowest_kj_mol": 621.0,
  "molar_mass_g_mol": 113.1,
  "energy_ev": -10877.1813,
  "smiles": "O=C1NC[C@@H]2OC[C@@H]12"
}



[4]
{
  "formula": "C15H22BrCl4N2O4V",
  "method": "the ωB97M-V functional and the def2-TZVPD basis",
  "elements": ["Br", "H", "O", "H", "C", "H", "N", "C", "H", "H", "O", "C", "Cl", "C", "H", "H", "O", "H", "Cl", "C", "H", "H", "C", "H", "O", "C", "C", "H", "H", "H", "Cl", "H", "C", "H", "H", "H", "H", "C", "H", "C", "H", "N", "C", "C", "C", "Cl", "H", "C", "V"],
  "xyz": [[1.565, -1.511, -3.538], [-1.942, -0.752, 0.016], [1.194, 1.955, 1.376], [-1.264, -1.838, -3.443], [0.065, 3.207, 3.113], [3.070, 2.066, -0.873], [-0.244, -1.053, -0.925], [-1.959, -3.329, -1.188], [0.008, -1.937, -0.477], [5.736, -0.092, 0.577], [-0.456, 0.050, 1.495], [-1.009, 3.243, 4.006], [1.183, 4.515, 2.994], [-0.672, 1.048, 2.371], [3.770, 0.740, -1.798], [-0.966, -3.550, -1.584], [0.568, 1.705, -1.382], [4.674, -1.317, 1.286], [-1.214, 4.619, 5.032], [3.827, 1.281, -0.850], [-4.540, -2.395, -1.683], [3.550, 0.908, 1.245], [0.254, 2.104, 2.287], [-4.177, -0.686, -1.391], [-1.362, 2.572, -0.685], [-2.305, -1.772, -3.117], [-1.911, 2.190, 4.077], [-3.985, -1.871, -0.088], [-1.944, -3.431, -0.098], [-2.700, -0.801, -3.421], [-3.241, 2.237, 5.179], [-0.657, 2.773, -2.583], [-0.539, 2.411, -1.553], [4.805, 1.764, -0.782], [-2.872, -2.556, -3.625], [0.154, -1.145, -1.887], [2.152, -1.148, 0.998], [-3.871, -1.708, -1.163], [2.330, -1.044, -0.781], [3.616, 0.326, 0.322], [-2.639, -4.085, -1.584], [-1.657, -0.854, -0.954], [-2.429, -1.933, -1.606], [4.799, -0.638, 0.439], [2.328, -0.468, 0.153], [-2.857, -0.236, 3.238], [4.890, -1.242, -0.467], [-1.746, 1.083, 3.239], [0.621, 0.594, 0.084]],
  "orbital_gap_ev": [7.06, 7.65],
  "lumo_energy_ev": [1.78, 2.37],
  "e_above_lowest_kj_mol": 46.2,
  "molar_mass_g_mol": 567.0,
  "energy_ev": -172907.2209,
  "s2": 0.77,
  "charge": -1,
  "spin_multiplicity": 2
}